No. 1
Below is one molecule with the formula C20H23N3O4, with properties calculated with ωB97M-V with the def2-TZVPD basis set.

Computed properties:
- Energy above the lowest of the compared OMol25 structures with the same formula, charge and spin: 241.7 kJ/mol
- Orbital gap: 9.6 eV
- Electronic energy: -1241.18717 a.u.
- E_LUMO: 0.6 eV
- Molecular weight: 369.421 Da
- SMILES string: CC(=O)N[C@@H](Cc1ccccc1)C(=O)N1CCN(C(=O)c2ccco2)CC1

The geometry in ORCA input format:
```
! wB97M-V def2-TZVPD RIJCOSX def2/J DEFGRID3
* xyz 0 1
C -1.65371 -2.51249 3.02535
C -0.55176 -2.58326 1.98932
O 0.26661 -3.47809 1.93085
N -0.56482 -1.55201 1.12045
C 0.42826 -1.38702 0.09034
C 0.20006 -2.40104 -1.06093
C -1.15152 -2.19574 -1.67985
C -2.26892 -2.82992 -1.15214
C -3.52481 -2.60186 -1.68565
C -3.67827 -1.73694 -2.75536
C -2.56935 -1.10500 -3.29125
C -1.31470 -1.33281 -2.75578
C 0.28963 0.03807 -0.42865
O -0.71747 0.68336 -0.19619
N 1.27941 0.51841 -1.22799
C 2.64417 0.03633 -1.21811
C 3.40301 0.71821 -0.04760
N 2.64938 1.88303 0.37645
C 1.88015 1.72582 1.50128
O 2.06064 0.78180 2.25567
C 0.85396 2.71508 1.84940
C -0.02530 2.58568 2.89804
C -0.85056 3.72649 2.87155
C -0.41913 4.47103 1.81552
O 0.60452 3.87326 1.19289
C 2.27806 2.69459 -0.76055
C 1.21869 1.92473 -1.58814
H -2.61890 -2.37372 2.54409
H -1.46923 -1.67061 3.68889
H -1.66183 -3.42921 3.60766
H -1.25693 -0.81570 1.16428
H 1.41067 -1.56387 0.54190
H 0.98041 -2.28468 -1.81427
H 0.27448 -3.39740 -0.62260
H -2.14917 -3.50904 -0.32029
H -4.38627 -3.10107 -1.26605
H -4.65850 -1.55724 -3.17191
H -2.68272 -0.43110 -4.12808
H -0.45188 -0.83596 -3.17776
H 3.08928 0.31243 -2.17879
H 2.68180 -1.04577 -1.12503
H 3.48204 0.05305 0.81363
H 4.40397 1.02819 -0.35821
H -0.05481 1.76591 3.58496
H -1.65238 3.96129 3.54049
H -0.74765 5.41206 1.41920
H 1.90105 3.66226 -0.44319
H 3.18626 2.85523 -1.34874
H 1.40331 2.03208 -2.66060
H 0.21079 2.27316 -1.35850
*
```



No. 2
Below is C20H23N3O4S as an isolated structure, with properties calculated with ωB97M-V with the def2-TZVPD basis set.

Computed properties:
- Energy above the lowest of the compared OMol25 structures with the same formula, charge and spin: 167.2 kJ/mol
- Orbital gap: 7.5 eV
- Electronic energy: -1639.33159 a.u.
- E_LUMO: -0.7 eV
- Molecular weight: 401.488 Da

The geometry in ORCA input format:
```
! wB97M-V def2-TZVPD RIJCOSX def2/J DEFGRID3
* xyz 0 1
C -3.71828 -1.04561 -2.06833
C -4.23397 -1.16922 -0.64006
H -5.06005 -1.88527 -0.59557
H -4.58569 -0.19838 -0.28220
O -3.27201 -1.72958 0.24018
C -2.06172 -1.14897 0.45319
C -1.06606 -2.04328 0.85327
C 0.21578 -1.60856 1.12485
C 0.52626 -0.25679 1.02003
C -0.43914 0.64720 0.60966
C -1.75560 0.21392 0.34491
O -2.71984 1.11292 -0.06330
C -3.04889 2.15091 0.84981
C -3.58403 1.62025 2.17542
H -2.81909 1.03804 2.68603
H -3.87523 2.45242 2.81053
H -4.44999 0.98212 2.01229
H -2.18063 2.79413 1.02382
H -3.81718 2.72613 0.32637
O -0.19520 1.97630 0.43206
C 1.13486 2.44666 0.53173
C 1.13498 3.91382 0.13221
H 0.50543 4.48628 0.80809
H 0.74811 4.02156 -0.87730
H 2.14774 4.30430 0.17065
H 1.50047 2.33545 1.56217
H 1.78780 1.87034 -0.13895
H 1.51407 0.08474 1.27808
C 1.25433 -2.58497 1.55724
O 1.05782 -3.44830 2.38443
N 2.48886 -2.44119 0.97961
C 2.87329 -1.56055 -0.03713
C 2.26083 -1.49484 -1.27389
C 2.68041 -0.52894 -2.22031
C 3.69851 0.35423 -2.00018
C 4.37824 0.27284 -0.77395
N 5.40564 1.00739 -0.34623
S 5.81296 0.52087 1.12995
N 4.70925 -0.63626 1.31342
C 3.96807 -0.69601 0.20620
H 3.99273 1.08944 -2.73073
H 2.15548 -0.50261 -3.16398
C 1.15995 -2.42976 -1.66538
H 1.13573 -3.30025 -1.01550
H 1.30509 -2.75799 -2.69320
H 0.19282 -1.93156 -1.60274
H 3.24562 -2.89518 1.47717
H -1.32082 -3.08638 0.94645
H -3.31738 -1.99909 -2.40564
H -2.93778 -0.29130 -2.12081
H -4.53254 -0.75140 -2.72444
*
```



No. 3
Below is C20H23N4O3PtS3 as an isolated structure, with properties calculated with ωB97M-V with the def2-TZVPD basis set.

Computed properties:
- Energy above the lowest of the compared OMol25 structures with the same formula, charge and spin: 0.0 kJ/mol
- Orbital gap: 6.6 eV
- Electronic energy: -2534.36532 a.u.
- E_LUMO: -3.8 eV
- Molecular weight: 658.708 Da

The geometry in ORCA input format:
```
! wB97M-V def2-TZVPD RIJCOSX def2/J DEFGRID3
* xyz 1 1
Pt -0.51329 0.36197 1.28731
O 2.03165 0.19904 -2.45605
C 2.55031 1.43779 -2.29147
C 3.42664 1.89330 -3.27285
C 3.99617 3.14411 -3.16590
C 3.70713 3.97069 -2.07975
C 2.83908 3.52813 -1.10969
C 2.24308 2.25975 -1.19244
C 1.31340 1.83143 -0.14762
O 0.81250 0.61928 -0.23365
N 1.01530 2.67853 0.82291
N 0.12774 2.12184 1.68002
C -0.33513 2.69926 2.73189
C -1.29656 1.90394 3.49542
C -1.93764 2.34469 4.63700
C -2.85238 1.50955 5.26207
C -3.11211 0.26107 4.72591
C -2.44328 -0.12597 3.57721
N -1.54965 0.66392 2.98945
H 1.46720 0.03295 -1.67752
H 3.64539 1.24109 -4.10733
H 4.67662 3.48414 -3.93574
H 4.15922 4.94907 -2.00133
H 2.59550 4.15136 -0.26158
H -0.02631 3.69773 3.01031
H -1.72499 3.33227 5.02142
H -3.36404 1.83907 6.15588
H -3.82832 -0.40920 5.17772
H -2.62289 -1.07608 3.09312
S -3.09189 0.98618 -0.19415
C -2.49490 0.53569 -1.67451
N -1.97875 -0.65819 -1.98034
C -1.31285 -0.79209 -3.27035
C -1.95374 0.26177 -4.16927
S -2.44021 1.60711 -3.04688
H -1.82150 -1.30736 -1.22140
H -1.47027 -1.79372 -3.66936
H -0.23987 -0.61223 -3.17375
H -2.84065 -0.11797 -4.67284
H -1.25338 0.64091 -4.90871
O -0.98138 -1.65481 0.83492
S 0.03170 -2.59398 1.55155
C -0.63832 -4.24551 1.23254
C -0.01970 -4.73613 -0.07045
C 1.43567 -4.28457 -0.01872
C 1.40435 -2.81100 0.37488
H -1.72216 -4.13801 1.22797
H -0.34240 -4.86179 2.08308
H -0.52982 -4.27926 -0.92112
H -0.11759 -5.81640 -0.16560
H 1.94809 -4.41084 -0.97151
H 1.98359 -4.86372 0.72720
H 1.12613 -2.16725 -0.46160
H 2.31957 -2.43156 0.82368
*
```



No. 4
Below is C20H23N5O6S2ScSi as an isolated structure, with properties calculated with ωB97M-V with the def2-TZVPD basis set.

Computed properties:
- Energy above the lowest of the compared OMol25 structures with the same formula, charge and spin: 214.7 kJ/mol
- Orbital gap: 5.3 eV
- Electronic energy: -3348.02285 a.u.
- E_LUMO: 2.4 eV
- Molecular weight: 566.609 Da

The geometry in ORCA input format:
```
! wB97M-V def2-TZVPD RIJCOSX def2/J DEFGRID3
* xyz -1 1
Sc 0.53404 -0.49182 -1.29498
N 1.68562 -3.61909 -1.26567
C 0.80960 -3.30371 -2.25999
C 0.96965 -3.95426 -3.49855
C 0.02741 -3.77384 -4.46996
C -1.08792 -2.97480 -4.19784
C -1.16791 -2.37604 -2.97079
N -0.24587 -2.52695 -1.99518
C 1.84415 -3.09601 0.02018
C 2.55336 -3.90929 0.88345
C 2.70103 -3.50811 2.20747
C 2.17568 -2.31456 2.60331
C 1.51832 -1.48853 1.65853
N 1.30249 -1.90946 0.36051
H 2.49323 -4.12365 -1.58608
H 1.85524 -4.55047 -3.66871
H 0.14299 -4.24453 -5.43733
H -1.86381 -2.82418 -4.93405
H -2.01869 -1.76287 -2.69757
H 2.96075 -4.84731 0.53175
H 3.21946 -4.14409 2.91316
H 2.26784 -1.94921 3.61383
H 0.74743 0.36947 1.38317
O -1.37069 0.19979 -0.76460
C -0.55857 1.20679 -0.60409
O 1.11490 1.57808 3.96454
S 0.82277 0.10633 3.78618
N 1.10828 -0.28276 2.06773
O 2.41338 0.03166 -1.49722
S 2.37756 -0.31940 -2.98392
O 3.10439 0.60950 -3.79680
O 0.86500 -0.23388 -3.21435
O 2.78411 -1.70971 -3.12357
C -3.94553 1.35336 -0.57779
Si -2.66705 1.41969 0.82343
C -2.57469 -0.08207 1.96007
C -3.48869 2.72106 1.94656
N -1.05004 2.09209 0.28933
C -0.18813 3.13341 0.76674
C -0.65931 4.11322 1.62894
C 0.20046 5.05333 2.17271
C 1.54300 5.05464 1.84773
C 2.01439 4.11007 0.94887
C 1.16581 3.16210 0.40903
H -4.95120 1.37088 -0.15269
H -3.84370 0.46170 -1.19517
H -3.84550 2.22429 -1.23037
H -3.58802 -0.38258 2.24318
H -2.02467 0.16997 2.86967
H -2.08093 -0.93475 1.49459
H -4.50233 2.36244 2.15056
H -3.58394 3.70317 1.47689
H -2.98407 2.83882 2.90725
H -1.69941 4.12787 1.90863
H -0.18535 5.77517 2.88145
H 2.22065 5.77059 2.29499
H 3.06237 4.08652 0.67744
H 1.57065 2.43189 -0.27459
*
```



No. 5
Below is one molecule with the formula C20H23NOS, with properties calculated with ωB97M-V with the def2-TZVPD basis set.

Computed properties:
- Energy above the lowest of the compared OMol25 structures with the same formula, charge and spin: 122.5 kJ/mol
- Orbital gap: 8.9 eV
- Electronic energy: -1304.07596 a.u.
- E_LUMO: 0.8 eV
- Molecular weight: 325.477 Da
- SMILES string: Cc1ccc([C@@H](CCN[C@H](C)c2cccs2)c2ccco2)cc1

The geometry in ORCA input format:
```
! wB97M-V def2-TZVPD RIJCOSX def2/J DEFGRID3
* xyz 0 1
C 0.14930 4.48374 -0.45550
C -0.32134 3.06023 -0.44210
C 0.08807 2.15435 -1.40883
C -0.34777 0.84184 -1.38069
C -1.19367 0.39473 -0.37855
C -1.62603 -1.04795 -0.32390
C -1.17825 -1.73705 0.97949
C 0.33871 -1.81237 1.11726
N 0.92029 -0.49027 1.19658
C 2.35775 -0.46110 1.39920
C 2.78624 0.99214 1.60736
C 3.05018 -1.04136 0.20684
C 3.88760 -2.11207 0.15568
C 4.37097 -2.37954 -1.14548
C 3.88900 -1.50578 -2.06338
S 2.83747 -0.33973 -1.35902
C -3.11329 -1.16275 -0.47756
C -4.06674 -0.24629 -0.81018
C -5.30133 -0.94286 -0.82769
C -5.00728 -2.22929 -0.50791
O -3.68634 -2.37395 -0.29629
C -1.62681 1.30786 0.57611
C -1.19535 2.61905 0.54522
H 0.90877 4.63486 -1.21845
H -0.68365 5.15646 -0.65981
H 0.56687 4.75766 0.51244
H 0.76130 2.47434 -2.19144
H -0.01142 0.15518 -2.14308
H -1.15425 -1.58535 -1.15670
H -1.59264 -1.19908 1.83485
H -1.58172 -2.75109 0.99173
H 0.76622 -2.31321 0.24249
H 0.58619 -2.42890 2.00392
H 0.46285 0.04743 1.92561
H 2.66497 -1.06471 2.27996
H 2.42282 1.59078 0.77540
H 3.86988 1.06420 1.65831
H 2.36444 1.38402 2.53032
H 4.15458 -2.69467 1.02001
H 5.04335 -3.18586 -1.37850
H 4.08405 -1.47109 -3.11683
H -3.91101 0.79190 -1.01943
H -6.26711 -0.53642 -1.04814
H -5.61865 -3.10314 -0.40008
H -2.31014 0.99048 1.35108
H -1.53706 3.31461 1.29966
*
```



no.,highest occupied orbital energy (eV)
1,-9.0
2,-8.3
3,-10.4
4,-2.9
5,-8.2